(a)
# H28O18S

A 15-piece molecular cluster, H28O18S overall (ωB97M-V/def2-TZVPD, the Open Molecules 2025 dataset).

As for the HOMO-LUMO gap: 9.9 eV. As for the LUMO energy: 0.1904 hartree. The highest occupied orbital energy is -4.72 eV.

ORCA input file:
```
! wB97M-V def2-TZVPD RIJCOSX def2/J DEFGRID3
* xyz -2 1
S -17.428 -3.381 7.030
O -17.588 -1.986 6.475
O -17.414 -4.379 6.021
O -16.155 -3.488 7.647
O -18.579 -3.730 7.935
O -16.601 -0.174 5.278
H -16.972 -0.979 5.738
H -15.846 0.059 5.864
O -13.979 -2.031 7.994
H -14.706 -2.539 7.809
H -13.372 -2.490 7.410
O -18.508 -3.492 10.415
H -18.487 -3.566 9.469
H -18.639 -2.633 10.622
O -15.967 -4.423 3.973
H -15.562 -3.669 4.005
H -16.574 -4.412 4.844
O -20.970 -3.403 8.088
H -21.263 -3.557 7.198
H -20.048 -3.707 8.105
O -17.935 -2.732 2.935
H -17.537 -3.480 3.242
H -18.184 -3.060 2.187
O -18.612 -6.769 8.713
H -18.437 -6.972 9.546
H -18.655 -5.852 8.608
O -19.324 -5.376 4.664
H -18.907 -5.912 4.042
H -18.649 -4.951 5.196
O -17.946 0.332 8.066
H -18.379 0.984 7.453
H -18.262 -0.495 7.755
O -15.361 -4.068 10.106
H -16.095 -3.797 10.554
H -15.826 -3.866 9.168
O -14.665 -1.980 4.056
H -14.130 -1.849 4.835
H -15.579 -1.546 4.487
O -16.701 -6.892 5.882
H -16.467 -7.192 6.844
H -17.173 -6.150 5.800
O -19.524 -1.277 5.012
H -19.178 -1.341 4.075
H -18.945 -1.501 5.591
O -14.512 -5.315 7.056
H -14.971 -5.704 6.298
H -15.004 -4.575 7.367
*
```

=====

(b)
# H28O18S

A 15-piece molecular cluster, H28O18S overall (ωB97M-V/def2-TZVPD, the Open Molecules 2025 dataset).

As for the HOMO-LUMO gap: 8.7 eV. As for the LUMO energy: 0.1723 hartree. The highest occupied orbital energy is -4.00 eV.

ORCA input file:
```
! wB97M-V def2-TZVPD RIJCOSX def2/J DEFGRID3
* xyz -2 1
S -0.068 -0.175 0.140
O -1.062 0.034 -0.815
O 1.252 -0.456 -0.350
O 0.169 1.054 0.876
O -0.478 -1.209 0.972
O -3.677 -0.351 1.903
H -4.614 -0.130 1.346
H -3.215 -1.075 1.675
O -0.126 2.296 3.256
H -0.621 1.821 3.968
H -0.037 1.707 2.576
O -2.418 -1.208 -2.586
H -1.748 -0.780 -1.880
H -3.155 -1.274 -2.153
O 1.704 -2.432 -2.041
H 2.618 -2.822 -1.932
H 1.762 -1.588 -1.509
O 0.505 -3.752 0.372
H 0.122 -3.096 0.775
H 0.526 -3.312 -0.526
O -0.358 1.283 -3.020
H -0.382 1.177 -2.105
H 0.576 1.498 -2.968
O -0.079 -1.405 3.539
H -0.129 -1.412 2.528
H 0.693 -0.737 3.604
O -2.500 -2.651 1.194
H -2.444 -3.354 1.742
H -1.628 -2.114 1.167
O 2.678 2.204 -2.747
H 2.894 1.888 -3.639
H 2.785 1.222 -2.287
O -1.553 2.976 0.934
H -2.043 2.399 0.445
H -0.977 2.128 1.149
O -3.052 1.631 -1.089
H -2.389 1.034 -1.074
H -2.548 2.277 -1.653
O 1.703 3.236 0.091
H 1.106 3.656 -0.553
H 1.125 2.456 0.359
O 3.603 0.308 -1.230
H 2.752 0.074 -0.943
H 3.908 -0.471 -1.829
O 3.137 -0.644 1.582
H 3.197 -1.618 1.683
H 2.485 -0.298 1.071
*
```

=====

(a) is preferred energetically. Next in line: 0.965 eV higher.

=====

(a)
# C6H10N

An isolated ion of composition C6H10N and charge +1 (ωB97M-V/def2-TZVPD, the Open Molecules 2025 dataset).

The SMILES is CC1=CC/C1=C\[NH3+]. As for the HOMO-LUMO gap: 9.6 eV. As for the LUMO energy: -0.1337 hartree. The highest occupied orbital energy is -13.22 eV.

ORCA input file:
```
! wB97M-V def2-TZVPD RIJCOSX def2/J DEFGRID3
* xyz 1 1
C 2.303 -1.166 -0.083
C 1.422 -0.014 0.067
C 1.408 1.339 -0.021
C -0.075 1.504 0.230
C -0.163 0.003 0.076
C -1.230 -0.833 0.021
N -2.575 -0.175 -0.163
H 2.334 -1.714 -0.981
H 2.185 -2.037 0.691
H 3.395 -0.832 0.191
H 2.150 2.029 -0.069
H -0.455 1.737 1.175
H -0.560 2.073 -0.579
H -1.422 -1.936 0.031
H -3.188 -0.732 -0.676
H -2.558 0.785 -0.654
H -2.971 -0.034 0.744
*
```

=====

(b)
# C6H10N

An isolated ion of composition C6H10N and charge +1 (ωB97M-V/def2-TZVPD, the Open Molecules 2025 dataset).

The SMILES is C[C@]12C[NH+]=C[C@H]1C2. As for the HOMO-LUMO gap: 9.6 eV. As for the LUMO energy: -0.1765 hartree. The highest occupied orbital energy is -14.42 eV.

ORCA input file:
```
! wB97M-V def2-TZVPD RIJCOSX def2/J DEFGRID3
* xyz 1 1
C -0.831 -1.445 0.927
C -0.493 -0.153 0.269
C -0.399 -0.176 -1.248
N 0.931 0.375 -1.728
C 1.520 0.757 -0.513
C 0.830 0.699 0.851
C -0.665 1.114 0.913
H -0.266 -2.340 0.695
H -1.804 -1.834 0.654
H -0.622 -1.474 1.975
H -0.598 -1.232 -1.586
H -1.129 0.511 -1.801
H 1.377 0.441 -2.619
H 2.526 0.994 -0.548
H 1.488 0.509 1.600
H -0.901 1.940 0.249
H -0.963 1.313 1.913
*
```

=====

(c)
# C6H10N

An isolated ion of composition C6H10N and charge +1 (ωB97M-V/def2-TZVPD, the Open Molecules 2025 dataset).

The SMILES is CC1=C2CC[NH2+][C@H]12. As for the HOMO-LUMO gap: 10.8 eV. As for the LUMO energy: -0.1206 hartree. The highest occupied orbital energy is -14.13 eV.

ORCA input file:
```
! wB97M-V def2-TZVPD RIJCOSX def2/J DEFGRID3
* xyz 1 1
C 2.047 -1.545 -0.863
C 0.742 -1.089 -0.413
C -0.509 -0.675 -0.669
C -1.431 0.420 -0.925
C -1.112 1.393 0.280
N -0.339 0.714 1.340
C -0.167 -0.986 0.700
H 2.721 -0.707 -1.056
H 1.928 -2.075 -1.808
H 2.502 -2.204 -0.126
H -1.275 0.913 -1.881
H -2.460 0.067 -0.863
H -0.548 2.243 -0.105
H -2.051 1.753 0.698
H 0.583 1.116 1.485
H -0.840 0.666 2.224
H -0.500 -1.617 1.495
*
```

=====

(d)
# C6H10N

A 2-piece molecular cluster, C6H10N overall (ωB97M-V/def2-TZVPD, the Open Molecules 2025 dataset).

As for the HOMO-LUMO gap (alpha / beta): 8.5 / 8.5 eV. As for the LUMO energy (alpha / beta): -0.2397 / -0.2397 hartree. The highest occupied orbital energy (alpha / beta) is -15.03 / -15.03 eV.

ORCA input file:
```
! wB97M-V def2-TZVPD RIJCOSX def2/J DEFGRID3
* xyz 1 1
C 2.033 -1.393 -1.152
C 1.213 -0.547 -0.915
C -1.548 -0.240 -1.436
C -1.227 0.578 -0.431
C 0.704 1.406 0.787
C -0.396 -0.788 1.331
N -0.146 0.278 0.312
H 2.675 -1.783 -1.854
H -2.416 -0.079 -2.039
H -0.857 -0.982 -1.708
H -1.708 1.486 -0.240
H 0.903 2.106 -0.054
H 0.269 1.986 1.595
H 1.645 0.940 1.039
H -1.049 -1.557 0.928
H 0.584 -1.192 1.594
H -0.677 -0.219 2.244
*
```

=====

(b) is preferred energetically. Next in line: 0.178 eV higher.

=====

(a)
# C6H10N

An isolated ion of composition C6H10N and charge +1 (ωB97M-V/def2-TZVPD, the Open Molecules 2025 dataset).

The SMILES is C[C@@H]1[C@@H]([NH3+])C12C=C2. As for the HOMO-LUMO gap: 9.3 eV. As for the LUMO energy: -0.1339 hartree. The highest occupied orbital energy is -12.96 eV.

ORCA input file:
```
! wB97M-V def2-TZVPD RIJCOSX def2/J DEFGRID3
* xyz 1 1
C -1.656 1.551 -0.176
C -0.629 0.489 -0.477
C -0.227 -0.509 0.520
N -0.233 -2.008 -0.020
C 0.907 0.294 0.018
C 2.310 0.138 -0.358
C 2.298 0.753 0.810
H -2.595 1.252 -0.483
H -1.389 2.493 -0.511
H -1.834 1.504 0.933
H -0.590 0.246 -1.539
H -0.726 -0.311 1.446
H 0.039 -2.734 0.755
H 0.199 -2.238 -0.912
H -1.221 -2.115 -0.338
H 2.778 -0.354 -1.187
H 2.568 1.549 1.518
*
```

=====

(b)
# C6H10N

An isolated ion of composition C6H10N and charge +1 (ωB97M-V/def2-TZVPD, the Open Molecules 2025 dataset).

The SMILES is C=CC(CC)=[N+]=C. As for the HOMO-LUMO gap: 10.1 eV. As for the LUMO energy: -0.1738 hartree. The highest occupied orbital energy is -14.84 eV.

ORCA input file:
```
! wB97M-V def2-TZVPD RIJCOSX def2/J DEFGRID3
* xyz 1 1
C 1.784 2.156 -0.089
C 0.566 1.677 -0.352
C -0.050 0.423 0.118
C 0.822 -0.893 0.059
C -0.002 -2.135 -0.163
N -1.300 0.232 0.360
C -2.539 0.163 0.471
H 2.205 2.991 -0.567
H 2.525 1.855 0.640
H -0.010 2.183 -0.984
H 1.419 -0.685 -0.839
H 1.394 -0.939 0.884
H -0.508 -2.523 0.803
H -0.904 -1.908 -0.793
H 0.786 -2.768 -0.638
H -3.168 -0.104 -0.341
H -3.021 0.276 1.430
*
```

=====

(c)
# C6H10N

C6H10N as an isolated structure (ωB97M-V/def2-TZVPD, the Open Molecules 2025 dataset).

As for the HOMO-LUMO gap: 8.6 eV. As for the LUMO energy: -0.1849 hartree. The highest occupied orbital energy is -13.64 eV.

ORCA input file:
```
! wB97M-V def2-TZVPD RIJCOSX def2/J DEFGRID3
* xyz 1 1
C -0.089 1.736 -0.023
C -1.042 0.790 -0.010
C 0.999 0.641 -0.029
C -2.488 0.369 0.061
C 2.469 0.660 0.073
C 0.025 -1.687 0.021
N 0.066 -0.281 -0.083
H -0.139 2.836 -0.138
H -2.530 -0.123 -0.996
H -3.071 1.117 0.338
H -2.718 -0.334 0.903
H 2.638 1.372 0.830
H 2.771 1.268 -0.857
H 2.776 -0.395 0.049
H -0.228 -1.972 -1.068
H -0.737 -2.077 0.735
H 0.952 -2.141 0.557
*
```

=====

(d)
# C6H10N

An isolated ion of composition C6H10N and charge +1 (ωB97M-V/def2-TZVPD, the Open Molecules 2025 dataset).

As for the HOMO-LUMO gap (alpha / beta): 8.6 / 9.1 eV. As for the LUMO energy (alpha / beta): -0.1871 / -0.1752 hartree. The highest occupied orbital energy (alpha / beta) is -13.70 / -13.90 eV.

ORCA input file:
```
! wB97M-V def2-TZVPD RIJCOSX def2/J DEFGRID3
* xyz 1 1
C -2.168 -1.019 0.270
C -1.742 0.186 0.211
C 0.216 -0.122 -1.411
C 0.400 -0.940 -0.231
C 1.530 -1.276 0.573
C 0.206 1.673 0.324
N -0.328 0.436 -0.145
H -2.821 -1.826 0.362
H -2.402 1.165 0.244
H 1.122 0.365 -1.673
H -0.301 -0.341 -2.438
H 2.374 -0.825 0.212
H 1.830 -2.420 0.617
H 1.266 -1.113 1.577
H 1.159 1.944 -0.196
H -0.535 2.421 0.181
H 0.195 1.693 1.522
*
```

=====

(b) is preferred energetically. Next in line: 0.987 eV higher.

=====

(a)
# C10H22NO

An isolated ion of composition C10H22NO and charge +1 (ωB97M-V/def2-TZVPD, the Open Molecules 2025 dataset).

The SMILES is CCCC[C@H](C)[C@@]1(C)[NH2+][C@]1(C)O. As for the HOMO-LUMO gap: 10.7 eV. As for the LUMO energy: -0.1072 hartree. The highest occupied orbital energy is -13.63 eV.

ORCA input file:
```
! wB97M-V def2-TZVPD RIJCOSX def2/J DEFGRID3
* xyz 1 1
C -2.459 -0.864 -3.965
C -1.400 -1.019 -2.856
C -1.045 0.125 -1.876
C -0.132 -0.477 -0.788
C 0.545 0.715 0.090
C 1.643 1.478 -0.727
C 1.119 0.038 1.314
C 1.900 -1.282 1.257
N 1.542 1.017 2.397
C 0.383 0.188 2.680
C -1.057 0.796 2.858
O 0.713 -0.728 3.751
H -3.470 -0.695 -3.620
H -2.093 0.014 -4.607
H -2.385 -1.812 -4.730
H -0.523 -1.531 -3.293
H -1.739 -1.675 -2.145
H -0.524 1.046 -2.453
H -1.901 0.494 -1.413
H -0.710 -1.095 -0.170
H 0.706 -1.112 -1.172
H -0.353 1.367 0.367
H 1.492 1.377 -1.822
H 2.735 1.229 -0.460
H 1.411 2.582 -0.539
H 2.964 -1.274 0.689
H 1.192 -2.014 0.856
H 2.141 -1.677 2.312
H 2.394 1.066 3.015
H 1.266 1.966 2.097
H -1.119 0.929 3.888
H -1.859 0.111 2.469
H -1.269 1.766 2.424
H -0.109 -1.050 4.172
*
```

=====

(b)
# C10H22NO

A 2-piece molecular cluster, C10H22NO overall (ωB97M-V/def2-TZVPD, the Open Molecules 2025 dataset).

As for the HOMO-LUMO gap: 9.9 eV. As for the LUMO energy: -0.1175 hartree. The highest occupied orbital energy is -13.11 eV.

ORCA input file:
```
! wB97M-V def2-TZVPD RIJCOSX def2/J DEFGRID3
* xyz 1 1
C 1.262 -0.057 1.933
C 1.776 0.370 0.573
C 0.005 -0.813 1.301
C 0.633 -0.483 -0.066
C 3.144 -0.239 0.107
C 1.709 1.860 0.350
C -1.394 -0.227 1.482
C -0.084 -2.342 1.598
C -0.930 0.561 -2.929
C -2.942 0.415 -1.406
N -1.535 0.805 -1.646
O 0.301 -1.052 -1.119
H 1.634 -0.897 2.581
H 1.064 0.751 2.626
H 3.079 -0.291 -0.960
H 3.313 -1.216 0.545
H 3.953 0.357 0.471
H 2.503 2.383 1.032
H 0.788 2.300 0.638
H 2.032 1.917 -0.722
H -2.055 -0.760 0.824
H -1.495 0.796 1.400
H -1.775 -0.353 2.550
H -0.995 -2.740 1.000
H -0.252 -2.561 2.592
H 0.759 -2.877 1.178
H -0.176 -0.190 -2.703
H -1.826 0.168 -3.583
H -0.517 1.429 -3.422
H -3.116 0.602 -0.377
H -3.673 0.893 -1.934
H -3.088 -0.685 -1.516
H -1.304 1.783 -1.326
H -0.798 0.393 -1.076
*
```

=====

(a) is preferred energetically. Next in line: 0.187 eV higher.